No. 1
The following is a DFT calculation (the ωB97M-V functional and the def2-TZVPD basis) of C20H23ClDyOPS as an isolated structure.

CARTESIAN COORDINATES (ANGSTROEM)
Dy -0.03518 -0.09446 0.14298
Cl 0.02740 0.96287 2.34867
P 0.01062 -0.07793 -2.49712
C -1.37190 -0.88552 -3.13159
C -1.17948 -1.62416 -4.30430
C -2.27924 -2.16916 -4.91073
C -3.56772 -2.01007 -4.37814
C -3.72788 -1.29194 -3.18660
C -2.64565 -0.73530 -2.53995
C -0.25089 1.74219 -2.55849
C 0.61922 2.62400 -1.88134
C 0.45351 3.99602 -2.06116
C -0.55607 4.48867 -2.89118
C -1.41186 3.59455 -3.55525
C -1.26582 2.23002 -3.39966
C 1.59546 -0.42657 -3.09534
C 2.66118 -0.91281 -2.30980
C 3.86987 -1.13716 -2.93464
C 4.04067 -0.86706 -4.29957
C 2.96533 -0.34516 -5.03345
C 1.74927 -0.10672 -4.44863
H 1.42092 2.23208 -1.23878
H 1.12054 4.68422 -1.53945
H -0.68099 5.56012 -3.02543
H -2.19342 3.97605 -4.20578
H -1.92835 1.52234 -3.89673
H -0.17475 -1.75187 -4.69723
H -2.14768 -2.74821 -5.83141
H -4.43075 -2.44919 -4.87940
H -4.72778 -1.17335 -2.75455
H -2.75064 -0.19442 -1.60250
H 2.51867 -1.09208 -1.24430
H 4.71285 -1.52458 -2.35010
H 5.00108 -1.04823 -4.78205
H 3.10114 -0.11367 -6.09531
H 0.91434 0.32472 -4.99510
H -0.11313 -6.59302 -6.16925
H 0.63794 -6.56022 -6.13676
C 2.22910 -2.58351 1.78220
S 0.63782 -2.53577 0.56609
C -0.42505 -2.54345 2.07790
O -0.37342 -2.73676 -0.69430
H 2.05130 -3.44664 2.39904
H 2.17467 -1.62304 2.26624
H 3.04682 -2.66254 1.08572
H -0.07752 -1.80408 2.79977
H -1.42392 -2.30651 1.73630
H -0.38819 -3.55808 2.48126

Spin multiplicity: 6
Frontier orbital gap (alpha / beta), eV: 5.41 / 5.49
Net charge: +2
E_tot, Eh: -2935.222272



No. 2
The following is a DFT calculation (the ωB97M-V functional and the def2-TZVPD basis) of C9H20BBr8Na3O3 as an isolated structure.

CARTESIAN COORDINATES (ANGSTROEM)
Na 1.90924 -1.75206 -0.50977
Na 1.34980 0.27755 -2.37809
Na 2.45755 0.93894 0.20835
C 3.40071 0.88829 -2.59101
O 4.49501 0.32646 -2.82900
O 2.72055 1.23851 -3.56720
O 3.00391 0.88554 -1.42279
B 0.61610 0.01013 -0.40392
H 0.48752 1.02192 -0.05183
H 1.64267 -0.00244 -0.73595
H 0.42084 -0.63382 0.43957
H -0.06919 -0.21197 -1.20721
Br 1.38068 2.73894 -1.99683
C -0.57683 2.54466 -1.63546
C -1.43969 2.00435 -2.85086
Br -3.30528 1.94558 -2.17962
H -1.00178 3.49561 -1.31422
H -0.67660 1.91057 -0.75451
H -1.27754 0.97115 -3.15795
H -1.45198 2.59909 -3.76422
Br 1.15271 -3.29498 3.71721
C 0.87970 -1.46453 2.97253
C 1.88865 -0.53356 3.62200
Br 1.75021 1.17221 2.71553
H -0.14562 -1.16512 3.18974
H 0.97602 -1.54316 1.88965
H 2.91443 -0.89765 3.56448
H 1.66835 -0.32543 4.66903
Br -0.20891 -3.51516 0.88604
C -0.54426 -2.82397 -0.94551
C -1.85913 -1.91446 -0.95019
Br -2.21725 -1.36714 -2.76004
H -0.63837 -3.63887 -1.66327
H 0.20580 -2.08699 -1.23249
H -1.65991 -0.92739 -0.53291
H -2.78230 -2.34530 -0.56260
Br -3.26050 0.83782 -0.26446
C -2.43366 1.22906 1.57605
C -1.36759 0.10942 1.96587
Br -1.04426 0.36736 3.92146
H -3.30654 1.31453 2.22325
H -1.98666 2.21892 1.48407
H -0.41518 0.31577 1.47759
H -1.65139 -0.91836 1.73950

Frontier orbital gap, eV: 5.09
Net charge: 0
E_tot, Eh: -21684.066461



No. 3
The following is a DFT calculation (the ωB97M-V functional and the def2-TZVPD basis) of a 2-piece molecular cluster, C10H16O overall.

CARTESIAN COORDINATES (ANGSTROEM)
C 1.76661 -1.55604 2.53267
C 2.27013 -0.57607 1.43541
C 0.49545 -2.26989 1.99395
H 2.47551 -2.37156 2.63326
H 1.50398 -0.90592 3.38365
H 2.75599 -1.15241 0.65130
H 2.97941 0.12629 1.93842
H -0.20373 -1.43918 1.93054
H 0.65790 -2.74294 1.04788
H 1.52070 0.15014 1.15371
H 0.20573 -3.05505 2.68829
C -0.32220 -1.18090 -2.25731
C -0.81253 2.54316 -1.74809
C -0.45018 1.39435 -2.47091
C -1.54968 2.52768 -0.57163
C -0.76039 0.19050 -1.79815
C -1.88640 1.33009 0.05069
C -1.42320 0.16329 -0.56026
O -2.05085 3.66903 -0.01238
H -0.78311 3.47259 -2.36282
H 0.11335 1.47653 -3.39952
H -1.60216 4.50879 0.04343
H -2.32449 1.18540 1.03639
H -0.97774 -1.94123 -1.85158
H 0.71849 -1.38109 -2.04416
H -1.78668 -0.74482 -0.12214
H -0.52988 -1.42074 -3.32064

Frontier orbital gap, eV: 9.27
Net charge: 0
SMILES string: Cc1ccc(O)cc1.CCC
E_tot, Eh: -465.827120



No. 4
The following is a DFT calculation (the ωB97M-V functional and the def2-TZVPD basis) of C17H13BF2N5PdS as an isolated structure.

CARTESIAN COORDINATES (ANGSTROEM)
Pd -1.96074 -1.08422 -0.41141
N 2.07546 -1.96692 1.00569
C 2.55876 -1.87092 -0.27721
C 3.83626 -1.94372 -0.81201
C 3.94066 -1.82462 -2.18251
C 2.81786 -1.64912 -3.00111
C 1.54496 -1.58002 -2.48241
C 1.42416 -1.68732 -1.09911
N 0.30876 -1.67102 -0.31021
C 0.72096 -1.84502 0.93439
C -0.21364 -1.89912 2.03709
C 0.00506 -2.28792 3.33379
S -1.45274 -2.24092 4.23049
C -2.26984 -1.68832 2.82739
N -1.51824 -1.55282 1.78159
H 2.64086 -2.08852 1.82989
H 4.70136 -2.10142 -0.18811
H 4.91356 -1.88132 -2.64481
H 2.95836 -1.57872 -4.06631
H 0.66736 -1.46952 -3.10351
H 0.92036 -2.60382 3.79469
H -3.32074 -1.46632 2.83919
F -4.30334 -2.77152 -0.63721
B -3.86664 -1.54972 -0.94961
F -4.83784 -0.80482 -1.47691
N -2.60544 3.29798 -0.92421
C -2.89984 1.98648 -1.01271
N -1.94684 1.22658 -0.52431
C -0.95404 2.07708 -0.08711
C 0.28476 1.81058 0.49149
C 1.06896 2.89188 0.83409
C 0.64326 4.20448 0.60109
C -0.57004 4.48688 0.00789
C -1.36854 3.40398 -0.33241
H -3.18334 4.06658 -1.22681
H -3.81014 1.60808 -1.44431
H 0.60556 0.79108 0.65009
H 2.03526 2.73388 1.28999
H 1.28716 5.02018 0.88879
H -0.87774 5.50208 -0.18341

Frontier orbital gap (alpha / beta), eV: 7.09 / 7.09
Net charge: +1
E_tot, Eh: -1680.003482



No. 5
The following is a DFT calculation (the ωB97M-V functional and the def2-TZVPD basis) of C4H8O as an isolated structure.

CARTESIAN COORDINATES (ANGSTROEM)
C 1.05460 0.70801 -1.21504
C -0.04270 0.87985 -0.17026
C -1.07188 -0.23787 -0.19889
C -0.68178 -1.27697 1.23192
O -1.68815 -0.32245 1.08246
H 1.66775 1.61058 -1.30154
H 1.72196 -0.12255 -0.95390
H 0.61932 0.48881 -2.19510
H -0.66245 1.75402 -0.42318
H 0.36586 1.08294 0.83191
H -0.40845 -1.45871 0.05254
H -1.07517 -2.25703 1.50918
H 0.20405 -0.94549 1.77558

Frontier orbital gap, eV: 9.35
Net charge: 0
E_tot, Eh: -232.281227